No. 1
C70H51Cl4N4OPSe2Ta as an isolated structure in a non-equilibrium geometry, computed with wB97M-V/def2-TZVPD.

```
134
C70H51Cl4N4OPSe2Ta | the OMol25 dataset | wB97M-V/def2-TZVPD
Ta 0.43 0.78 -0.21
Se -0.63 -0.92 -1.99
Se -3.55 0.66 -0.58
Cl 1.12 2.03 9.25
Cl 9.18 -2.36 0.17
Cl -5.87 8.06 -0.25
Cl -0.76 -1.13 -8.98
P -2.74 -1.13 -1.33
O -0.90 -0.33 1.50
N -0.40 2.27 -1.65
N -0.38 2.21 1.22
N 2.04 1.07 -1.70
N 2.16 1.22 1.17
C -4.99 -3.30 -4.68
C -3.13 -4.67 1.58
C 0.94 1.77 3.24
C 4.03 0.78 -2.80
C -2.94 -2.88 -3.50
C -2.14 3.28 2.26
C 2.36 -1.93 -0.15
C 1.06 -0.23 -5.56
C 4.19 0.76 2.14
C -4.74 6.75 -0.19
C 0.74 -0.83 -6.76
C 0.61 1.36 -3.69
C -2.09 -1.19 3.28
C 1.94 2.74 6.77
C -2.91 4.66 -0.14
C 5.27 -0.33 -0.29
C 7.71 -0.12 -0.38
C -2.19 -2.09 4.34
C 1.89 2.67 5.39
C 4.25 -2.44 -1.58
C 0.43 -1.59 3.06
C -3.21 -0.44 2.91
C -3.48 6.95 0.37
C -5.09 5.51 -0.70
C -3.57 -1.88 -2.76
C 1.06 1.97 7.52
C -1.78 -3.41 0.03
C -3.65 -3.59 -4.45
C 3.07 0.94 -3.75
C -1.51 2.98 1.01
C -1.93 -4.49 0.89
C -5.61 -2.29 -3.96
C 0.09 1.11 5.51
C -0.84 -0.99 2.53
C -1.56 4.02 -2.60
C -4.41 -0.60 3.59
C 5.45 -1.52 -1.27
C 6.53 0.51 -0.38
C 1.82 1.09 -3.07
C -2.58 5.90 0.40
C -0.88 1.15 -5.72
C -4.17 4.47 -0.68
C -4.90 -1.57 -3.00
C 3.35 1.14 3.14
C 6.66 -2.28 -0.75
C -4.17 -3.76 1.41
C 4.04 -3.51 0.78
C 3.98 0.46 -0.32
C 3.38 0.79 -1.53
C 1.53 -1.05 0.00
C -1.19 0.58 -6.94
C 7.73 -1.58 -0.36
C -1.28 3.32 -1.39
C 3.32 -3.00 -0.47
C 2.50 -4.15 -1.09
C 0.28 0.81 -5.02
C -0.24 2.26 -3.01
C -1.35 2.77 3.24
C -4.50 -1.50 4.63
C -0.93 3.36 -3.60
C 3.45 0.81 0.92
C 0.99 1.84 4.73
C -0.24 2.15 2.60
C 2.08 1.42 2.54
C 0.12 1.16 6.89
C -2.82 -2.51 -0.14
C -3.39 -2.25 5.01
C -1.87 3.58 -0.18
C -0.37 -0.40 -7.47
C -4.02 -2.69 0.55
H 2.56 3.31 4.81
H -5.27 -0.01 3.30
H 1.35 -1.64 -7.15
H 3.59 1.23 4.18
H -1.59 1.84 -5.29
H -4.83 -1.98 0.40
H 1.28 -1.25 2.48
H 1.94 -3.79 -1.96
H -0.65 0.48 5.03
H 2.64 3.39 7.28
H -2.09 0.88 -7.47
H 3.60 -1.91 -2.28
H -0.59 0.59 7.48
H -3.22 7.92 0.77
H 5.10 0.73 -2.96
H 8.66 0.41 -0.40
H 4.61 -2.72 1.27
H 3.21 1.03 -4.81
H 6.46 1.59 -0.38
H 3.16 -4.96 -1.42
H -1.33 -2.70 4.62
H -1.12 -5.20 1.01
H 4.66 -3.29 -2.13
H 5.24 0.52 2.24
H -5.44 -1.64 5.15
H -0.85 -3.28 -0.51
H 6.67 -3.36 -0.79
H -3.16 -4.37 -5.02
H -3.24 -5.51 2.25
H -3.46 -2.96 5.83
H 1.89 -0.63 -4.99
H -2.17 4.91 -2.68
H 4.73 -4.32 0.51
H -1.89 -3.11 -3.32
H 5.74 -1.12 -2.24
H -5.55 -3.87 -5.41
H 1.79 -4.55 -0.37
H -5.38 -0.77 -2.44
H -5.10 -3.90 1.95
H -1.59 6.05 0.84
H -0.86 3.66 -4.63
H 0.57 -1.33 4.11
H 5.30 -0.81 0.70
H -6.65 -2.05 -4.15
H 3.32 -3.89 1.49
H -6.08 5.36 -1.12
H 0.36 -2.68 2.98
H -3.12 0.27 2.09
H -1.49 2.85 4.30
H -4.44 3.50 -1.08
H -3.06 3.83 2.36
```

Properties
**Kohn-Sham gap**: 5.49 eV
**Multiplicity**: 1
**Relative energy (zero: lowest compared OMol25 entry of this formula, charge and spin)**: 74.6 kJ/mol
**LUMO energy**: -4.2 eV
**Charge**: +1

Results of the Mulliken charge analysis, in e, for atoms 1 through 2:
1 Ta 1.46
2 Se -0.02

No. 2
C70H60BN3O5P2STi as an isolated structure in a non-equilibrium geometry, computed with wB97M-V/def2-TZVPD.

```
143
C70H60BN3O5P2STi | the OMol25 dataset | wB97M-V/def2-TZVPD
Ti 0.65 -0.34 0.14
S -2.34 1.02 -0.04
P -1.41 -1.38 1.66
P -0.35 0.60 -2.20
O 0.89 1.36 0.58
O 1.79 -2.41 2.42
O 3.26 -0.98 1.48
O 7.42 2.84 5.15
O -1.92 2.35 -0.57
N 5.93 3.12 -1.00
N 2.33 -0.18 -0.92
N 6.84 3.62 -0.32
C -5.43 0.31 -5.60
C -3.48 1.33 1.29
C -5.85 -0.18 -1.87
C 2.61 3.05 0.67
C 2.10 1.84 0.25
C -3.06 -0.95 2.41
C -3.72 0.31 2.24
C -6.58 1.71 4.19
C 1.32 -2.30 -4.72
C -0.08 -1.64 5.59
C -4.78 0.58 3.13
C -1.65 -3.15 1.25
C 4.07 -0.60 3.68
C -0.02 -2.10 -2.31
C 4.22 1.37 -0.92
C -3.57 0.44 -1.25
C 0.79 4.37 -3.19
C -5.24 -0.31 4.10
C 1.04 -3.45 -3.99
C -0.54 -2.03 4.34
C 6.91 3.47 1.09
C -4.84 0.05 -0.91
C -0.55 -4.01 1.10
C -4.63 -1.53 4.21
C -2.87 0.89 -5.43
C 4.72 2.62 -0.47
C -5.51 1.79 3.13
C 4.97 0.45 -1.68
C -0.72 -5.28 0.57
C 6.90 2.19 1.64
C 0.64 1.99 -2.85
C 2.91 1.01 -0.56
C -0.26 0.22 3.55
C 7.15 4.56 1.91
C 2.67 2.97 -3.71
C 3.09 -2.84 2.89
C -0.62 -1.10 3.31
C 3.92 3.42 0.32
C 5.38 -1.97 2.03
C -1.78 0.96 -4.54
C 0.28 -0.32 5.82
C -3.18 0.53 -2.62
C -4.18 2.51 1.29
C -6.40 -0.04 -4.44
C 0.26 -0.94 -3.03
C -4.10 0.56 -4.93
C 3.99 -1.62 2.54
C -3.06 -4.85 0.27
C 1.95 1.86 -3.30
C 0.19 0.61 4.80
C 3.09 -1.04 -1.60
C -2.90 -3.59 0.80
C -4.24 0.39 -3.54
C -5.55 0.04 -3.19
C 7.44 3.93 6.05
C 3.02 -3.19 4.36
C -1.89 0.77 -3.18
C -5.20 2.77 2.23
C 3.44 -4.10 2.08
C -1.97 -5.71 0.15
C -6.38 0.32 4.86
C 0.92 -1.05 -4.25
C 7.13 2.01 2.99
C 0.06 3.26 -2.79
C 0.36 -3.35 -2.78
C 2.09 4.23 -3.66
C 7.29 4.39 3.28
C 4.39 -0.75 -2.00
C -3.54 -1.82 3.37
C 7.28 3.11 3.83
B 1.94 -1.39 1.50
H -0.79 -3.07 4.15
H 3.45 -3.88 1.01
H -3.93 3.25 0.53
H 5.92 -1.05 1.82
H 3.08 -0.40 4.07
H 2.69 -2.34 4.96
H -5.11 -0.04 0.13
H 2.32 -4.00 4.51
H -0.94 3.38 -2.41
H -3.76 -2.93 0.88
H -6.14 0.42 5.92
H 7.19 1.02 3.43
H 0.13 -5.95 0.49
H -5.76 1.20 -6.14
H -6.83 -0.47 -1.54
H -7.28 -0.30 4.79
H 2.65 5.10 -3.98
H 4.72 -0.95 4.49
H -4.04 -5.17 -0.07
H 5.93 -2.55 2.78
H -0.34 0.96 2.76
H -6.83 -1.03 -4.56
H -5.35 -0.50 -6.32
H 0.12 -4.25 -2.22
H 1.35 -4.41 -4.36
H 4.47 0.33 3.27
H -6.48 2.52 4.91
H 0.33 5.35 -3.15
H 3.69 2.86 -4.06
H 7.43 5.26 3.90
H 2.41 0.88 -3.36
H 5.97 0.70 -2.00
H 4.31 4.38 0.65
H -4.94 -2.27 4.94
H 1.84 -2.37 -5.66
H -3.04 -2.77 3.49
H -2.70 1.06 -6.49
H 6.77 1.33 0.99
H 7.42 3.49 7.04
H 7.19 5.55 1.48
H 6.55 4.56 5.92
H 1.14 -0.17 -4.84
H -0.80 1.18 -4.95
H 0.63 -0.02 6.81
H 2.00 3.71 1.27
H 8.34 4.54 5.94
H 4.41 -4.50 2.37
H -0.57 -2.04 -1.37
H -7.57 1.79 3.74
H 2.68 -4.85 2.27
H 4.00 -3.51 4.72
H -5.74 3.70 2.19
H 0.47 1.64 4.98
H 4.95 -1.50 -2.55
H 0.43 -3.68 1.41
H -2.10 -6.70 -0.27
H 5.33 -2.55 1.11
H -0.02 -2.37 6.38
H -7.23 0.66 -4.39
H 2.64 -1.99 -1.86
```

Properties
**Kohn-Sham gap (alpha / beta)**: 6.92 / 6.80 eV
**Multiplicity**: 2
**Expectation value of S²**: 0.757
**LUMO energy (alpha / beta)**: -2.6 / -2.8 eV
**Charge**: +1

Results of the Mulliken charge analysis, in e, for atoms 1 through 2:
1 Ti -0.95
2 S 2.01

No. 3
C70H65BClN6O3P2RbS2Si as an isolated structure, computed with wB97M-V/def2-TZVPD.

```
152
C70H65BClN6O3P2RbS2Si | the OMol25 dataset | wB97M-V/def2-TZVPD
Rb -0.17 1.48 -1.47
Cl 5.19 2.84 -5.97
S -3.84 1.99 -0.44
S -2.81 -0.90 -1.62
P 2.51 0.83 2.01
P 1.82 -2.64 1.43
Si 2.69 -0.37 -0.65
O 3.30 2.38 1.68
O 5.09 3.85 -0.20
O 1.99 3.02 -0.05
N -0.38 1.35 -5.42
N -0.13 3.83 -3.32
N -0.44 3.81 -4.63
N -6.10 0.66 0.05
N -5.00 -1.85 -0.41
N -0.03 0.60 -4.37
C 2.59 -2.22 -1.17
C 3.05 0.58 -2.26
C 6.64 -1.07 0.57
C 5.45 -0.05 2.40
C -0.68 -3.75 0.60
C -7.66 2.70 4.14
C -2.09 -2.19 2.41
C -5.55 1.53 2.78
C 0.60 -0.46 -4.86
C 3.95 4.32 0.51
C -7.96 -3.04 -4.28
C 4.38 -4.99 3.55
C 5.51 -0.96 -0.22
C 0.67 -0.41 -6.26
C -6.68 1.88 0.55
C -0.36 1.27 1.81
C -6.66 1.98 2.06
C 3.56 -5.75 4.37
C -2.07 -3.83 0.66
C -4.27 -0.71 -0.77
C -2.77 -3.05 1.57
C 6.20 2.82 -3.46
C -5.92 -2.17 -3.34
C 2.30 -0.37 4.51
C 3.34 0.36 6.56
C 3.99 3.76 -3.72
C 1.63 -4.72 3.37
C 3.95 4.01 -2.36
C 2.45 -4.57 -0.54
C 2.77 -4.96 -1.84
C 6.17 3.06 -2.09
C -6.17 -1.70 0.42
C 3.87 1.45 5.88
C 3.83 -4.09 2.65
C -7.71 2.56 2.76
C 6.61 -0.62 1.89
C 0.83 1.77 2.33
C 2.97 -3.98 -2.81
C -5.99 -3.09 -2.30
C -6.89 -2.14 -4.32
C 0.56 5.75 -4.27
C 2.88 -2.64 -2.48
C 2.19 -5.61 4.28
C -4.94 -3.06 -1.21
C -0.03 4.95 -5.22
C -6.96 -0.49 -0.02
C -7.05 -3.99 -2.27
C 7.29 2.65 -1.19
C -6.55 2.26 4.84
C -0.48 3.37 3.61
C 2.95 3.17 0.68
C 2.45 -3.95 2.54
C 4.31 0.08 1.60
C -4.78 0.58 -0.39
C 5.03 3.67 -1.55
C -0.70 -2.11 2.34
C 0.02 0.78 -6.57
C 5.12 3.17 -4.26
C 0.01 -2.90 1.44
C 3.62 1.62 4.52
C -1.66 2.83 3.12
C 2.82 0.72 3.82
C 0.47 4.99 -3.09
C 2.55 -0.55 5.87
C 2.34 -3.22 -0.22
C -1.60 1.78 2.22
C -8.03 -3.97 -3.25
C 0.74 2.84 3.23
C -5.50 1.67 4.16
C 4.33 -0.40 0.30
B -1.25 2.64 -5.28
H -0.15 -4.34 -0.14
H -8.85 -4.67 -3.21
H 4.49 2.17 6.40
H -7.10 -4.71 -1.46
H 2.14 -1.41 6.38
H -1.53 3.00 -6.41
H 3.13 3.99 -4.34
H 4.32 4.63 1.48
H 1.69 -1.10 3.99
H 2.29 -5.32 0.22
H 7.06 2.34 -3.90
H 3.03 4.40 -1.93
H 0.98 -1.23 -4.19
H 3.99 0.21 -2.71
H -5.09 -1.47 -3.36
H 4.48 -3.48 2.03
H -4.72 1.09 2.24
H -0.52 4.21 4.30
H -5.08 -3.93 -0.55
H -0.19 1.25 -7.51
H -7.72 1.95 0.21
H -2.50 1.39 1.77
H 5.53 -1.34 -1.24
H -6.13 2.72 0.13
H 3.19 1.64 -2.05
H 0.80 5.23 -2.09
H 3.54 0.22 7.61
H -8.49 3.15 4.67
H -3.85 -3.08 1.58
H 3.05 -1.90 -3.25
H -2.21 2.41 -4.59
H -6.50 2.37 5.92
H 2.28 0.50 -3.03
H -2.63 -1.55 3.10
H 2.86 -6.01 -2.08
H 1.64 3.26 3.66
H -3.94 -3.11 -1.63
H -7.33 -0.66 -1.04
H -8.72 -3.02 -5.04
H 8.07 2.15 -1.76
H -5.89 -1.59 1.48
H -7.82 -0.32 0.64
H 4.06 2.46 4.00
H 4.00 -6.45 5.08
H -8.58 2.91 2.21
H 7.72 3.50 -0.67
H 1.54 -6.20 4.91
H 0.99 6.73 -4.40
H 5.44 0.27 3.44
H 7.55 -1.51 0.17
H -2.60 -4.47 -0.03
H -6.83 -1.42 -5.12
H 3.20 -4.27 -3.83
H -4.62 1.33 4.69
H -0.21 5.09 -6.28
H 5.46 -5.08 3.62
H -0.38 0.48 1.07
H -2.62 3.24 3.40
H 3.46 5.15 0.00
H -6.78 -2.61 0.34
H 1.11 -1.12 -6.94
H 6.93 1.96 -0.42
H 0.55 -4.62 3.30
H 7.49 -0.72 2.52
H -0.18 -1.39 2.96
```

Properties
**Kohn-Sham gap (alpha / beta)**: 4.84 / 4.89 eV
**Multiplicity**: 1
**Relative energy (zero: lowest compared OMol25 entry of this formula, charge and spin)**: 140.0 kJ/mol
**LUMO energy (alpha / beta)**: 3.6 / 3.6 eV
**Charge**: -2

Results of the Mulliken charge analysis, in e, for atoms 1 through 2:
1 Rb 1.63
2 Cl -0.30